No. 1
ORCA calculation (ωB97M-V/def2-TZVPD) on C20H43B3O36S8 as an isolated structure in a non-equilibrium geometry.

Calculated values
- lowest unoccupied orbital energy (Ha) = -0.003
- electronic energy (eV) = -183856.1458
- largest force on an atom (eV/A) = 2.17
- total charge = 0

CARTESIAN COORDINATES (ANGSTROEM)
C -2.164 -5.130 -3.442
C -1.102 -4.302 -2.697
C -1.703 -3.565 -1.496
O -1.148 -4.050 -0.276
C -2.062 -3.928 0.819
B -1.319 -3.726 2.197
O -1.411 -2.509 2.891
B -2.045 -2.806 4.070
O -2.389 -4.156 4.284
B -1.218 -4.903 4.069
O -0.601 -4.736 2.853
H -2.551 -4.602 -4.315
H -3.022 -5.344 -2.805
H -1.773 -6.079 -3.808
H -0.272 -4.929 -2.384
H -0.753 -3.554 -3.410
H -1.518 -2.487 -1.557
H -2.786 -3.683 -1.537
H -2.706 -3.061 0.663
H -2.658 -4.846 0.879
H -2.234 -2.004 4.926
H -0.770 -5.579 4.937
C -4.488 -0.292 -6.352
C -2.983 -0.200 -6.392
O -2.548 -1.064 -5.311
S -3.566 -2.281 -5.164
O -3.046 -3.391 -5.879
O -3.974 -2.371 -3.807
O -4.753 -1.671 -6.037
H -4.907 0.329 -5.557
H -4.945 -0.028 -7.298
H -2.624 0.813 -6.242
H -2.583 -0.590 -7.321
C 3.237 0.401 3.040
C 2.649 -0.401 4.181
O 1.232 -0.178 4.074
S 0.824 -0.005 2.541
O 0.327 -1.234 2.050
O 0.075 1.198 2.421
O 2.301 0.233 1.960
H 3.291 1.464 3.284
H 4.221 0.048 2.743
H 3.009 -0.083 5.152
H 2.838 -1.468 4.057
C 0.811 -1.143 8.934
C 1.130 -2.616 9.067
O 2.253 -2.812 8.189
S 3.155 -1.500 8.168
O 4.239 -1.667 9.070
O 3.361 -1.117 6.814
O 2.099 -0.509 8.835
H 0.254 -0.933 8.019
H 0.265 -0.752 9.787
H 0.304 -3.255 8.771
H 1.442 -2.870 10.082
C -0.461 5.100 -6.846
C -1.392 5.316 -8.020
O -1.692 3.986 -8.482
S -1.713 2.984 -7.240
O -3.060 2.816 -6.820
O -0.867 1.886 -7.539
O -0.984 3.933 -6.190
H 0.557 4.883 -7.173
H -0.447 5.941 -6.158
H -0.937 5.898 -8.817
H -2.325 5.789 -7.711
C -2.108 -0.347 -12.022
C -1.793 -1.828 -11.980
O -2.411 -2.284 -10.769
S -3.742 -1.444 -10.493
O -4.865 -2.171 -10.959
O -3.678 -0.940 -9.167
O -3.449 -0.252 -11.521
H -1.451 0.220 -11.359
H -2.054 0.065 -13.026
H -0.726 -2.030 -11.957
H -2.247 -2.359 -12.819
C 7.065 0.154 9.528
C 7.616 -1.091 10.185
O 9.040 -0.914 10.134
S 9.398 0.641 10.261
O 9.729 0.937 11.608
O 10.258 0.989 9.189
O 7.929 1.211 9.969
H 7.130 0.091 8.440
H 6.039 0.356 9.820
H 7.327 -2.001 9.669
H 7.315 -1.157 11.233
C -0.908 4.002 4.926
C -1.653 3.778 3.631
O -2.938 3.284 4.045
S -3.346 3.949 5.441
O -4.203 5.053 5.204
O -3.700 2.912 6.342
O -1.897 4.513 5.830
H -0.523 3.063 5.331
H -0.092 4.712 4.820
H -1.157 3.059 2.988
H -1.802 4.714 3.089
C 1.052 2.948 -1.631
C 0.456 3.129 -3.007
O 0.204 4.542 -3.101
S 1.315 5.343 -2.275
O 2.324 5.789 -3.168
O 0.658 6.234 -1.389
O 1.891 4.102 -1.448
H 0.283 2.956 -0.859
H 1.641 2.039 -1.546
H -0.465 2.569 -3.143
H 1.166 2.856 -3.790

---

No. 2
ORCA calculation (ωB97M-V/def2-TZVPD) on a 7-piece molecular cluster, C16H49N5O10 overall in a non-equilibrium geometry.

Calculated values
- multiplicity = 2
- lowest unoccupied orbital energy (alpha / beta) (Ha) = 0.087 / 0.085
- electronic energy (eV) = -45305.2391
- largest force on an atom (eV/A) = 5.33
- energy relative to the best compared isomer or geometry (same formula, charge and spin) (kcal/mol) = 0.00
- total charge = -1

CARTESIAN COORDINATES (ANGSTROEM)
N 0.025 1.279 0.190
H -0.010 0.892 -0.743
H -0.606 0.733 0.759
H -0.279 2.241 0.145
H 0.896 1.230 0.698
N -0.434 4.406 -0.458
O -0.675 5.462 -0.979
O -1.348 3.671 -0.234
O 0.731 4.050 -0.318
C -0.709 -2.610 2.216
C -2.121 -3.299 2.261
O -3.162 -2.379 2.535
O -0.667 -1.571 1.218
H 0.119 -3.270 1.954
H -0.507 -2.192 3.202
H -2.010 -4.070 3.024
H -2.434 -3.745 1.317
H -3.285 -1.687 1.881
H -0.525 -1.984 0.363
C 1.986 -1.932 -0.890
C 1.078 -3.220 -1.205
O -0.284 -2.936 -1.197
O 1.989 -0.859 -1.899
H 3.008 -2.275 -0.728
H 1.615 -1.438 0.008
H 1.214 -3.955 -0.411
H 1.398 -3.636 -2.160
H -0.624 -3.506 -1.890
H 2.532 -1.173 -2.625
C 2.222 -0.499 3.268
C 3.296 0.500 2.682
C 4.599 -0.269 2.469
O 4.521 -0.946 1.189
C 5.666 -1.660 0.950
N 2.739 0.984 1.409
H 2.559 -0.822 4.253
H 2.167 -1.390 2.642
H 1.189 -0.152 3.247
H 3.453 1.248 3.459
H 4.796 -0.938 3.307
H 5.437 0.428 2.450
H 5.554 -2.284 0.063
H 6.021 -2.280 1.773
H 6.429 -0.925 0.696
H 3.271 1.784 1.097
H 3.005 0.293 0.722
C -2.163 1.318 -3.373
C -0.772 0.789 -3.516
C 0.377 1.841 -3.802
O 0.268 2.424 -5.059
C 0.586 1.659 -6.199
N -0.559 0.089 -2.253
H -2.438 2.074 -4.109
H -2.331 1.813 -2.417
H -2.941 0.558 -3.442
H -0.649 0.000 -4.258
H 1.322 1.304 -3.717
H 0.364 2.581 -3.002
H 0.518 2.227 -7.127
H -0.097 0.826 -6.367
H 1.572 1.200 -6.134
H -1.212 -0.679 -2.311
H 0.367 -0.305 -2.335
C -3.077 2.649 3.047
C -2.917 1.211 2.450
C -3.522 0.913 1.067
O -3.818 -0.489 0.926
C -4.455 -0.775 -0.300
N -1.477 0.817 2.497
H -2.491 3.349 2.451
H -2.696 2.661 4.068
H -4.098 3.029 3.016
H -3.531 0.691 3.186
H -2.987 1.356 0.227
H -4.515 1.364 1.058
H -4.757 -1.822 -0.272
H -3.795 -0.467 -1.111
H -5.401 -0.247 -0.419
H -1.359 -0.179 2.375
H -1.147 0.921 3.446

---

No. 3
ORCA calculation (ωB97M-V/def2-TZVPD) on C32H44N7O2S2Sc as an isolated structure in a non-equilibrium geometry.

Calculated values
- lowest unoccupied orbital energy (Ha) = 0.014
- electronic energy (eV) = -90797.2721
- largest force on an atom (eV/A) = 1.26
- energy relative to the best compared isomer or geometry (same formula, charge and spin) (kcal/mol) = 0.00
- total charge = 0

CARTESIAN COORDINATES (ANGSTROEM)
Sc -0.977 -0.156 -0.003
C -0.536 1.094 -4.074
C -0.372 2.408 -3.310
C 0.288 2.231 -1.924
N -0.600 1.922 -0.795
C -1.126 2.950 -0.158
C -1.131 4.264 -0.698
C -1.450 5.501 -0.164
C -1.761 5.859 1.135
C -1.883 4.959 2.180
C -1.902 3.577 2.174
C -1.771 2.614 1.140
N -2.064 1.334 1.285
C -2.817 0.892 2.458
C -2.415 -0.504 2.924
C -3.099 -1.601 2.134
N -2.679 -1.592 0.745
C -3.284 -2.414 -0.081
C -4.332 -3.287 0.317
C -5.076 -4.220 -0.385
C -4.995 -4.648 -1.701
C -4.078 -4.194 -2.634
C -3.096 -3.226 -2.532
C -2.725 -2.370 -1.471
N -1.786 -1.468 -1.578
C -0.965 -1.204 -2.758
C -1.472 0.152 -3.299
H 0.443 0.639 -4.207
H -0.934 1.295 -5.071
H -1.352 2.881 -3.190
H 0.244 3.095 -3.899
H 0.850 3.137 -1.681
H 1.004 1.412 -1.995
H -0.864 4.305 -1.743
H -1.402 6.318 -0.878
H -1.892 6.910 1.355
H -2.020 5.399 3.163
H -2.039 3.152 3.157
H -3.882 0.879 2.194
H -2.723 1.571 3.299
H -2.685 -0.618 3.976
H -1.328 -0.612 2.866
H -4.182 -1.443 2.217
H -2.886 -2.577 2.589
H -4.618 -3.202 1.354
H -5.844 -4.704 0.210
H -5.693 -5.411 -2.020
H -4.136 -4.666 -3.610
H -2.524 -3.076 -3.437
H -1.014 -1.949 -3.554
H 0.579 -2.425 -1.986
H -1.850 0.713 -2.446
H -2.363 -0.082 -3.887
C 2.690 -1.480 -2.780
O 1.418 -1.013 -3.163
C 0.459 -1.342 -2.178
O 0.631 -0.637 -1.006
H 3.419 -1.096 -3.493
H 2.724 -2.577 -2.789
H 2.941 -1.138 -1.775
S 1.239 -4.476 0.709
C 2.046 -3.431 1.796
C 1.307 -2.312 1.984
N 0.119 -2.262 1.283
C -0.033 -3.349 0.583
H 2.995 -3.690 2.237
H 1.559 -1.489 2.635
H -0.900 -3.547 -0.033
C 5.770 1.394 3.582
C 4.708 0.389 3.172
N 3.408 1.017 2.946
C 2.571 0.844 1.903
S 0.908 1.085 2.090
N 3.077 0.511 0.699
C 4.357 0.968 0.148
C 5.285 -0.154 -0.292
H 6.715 0.889 3.787
H 5.471 1.928 4.485
H 5.933 2.133 2.795
H 4.588 -0.367 3.952
H 5.001 -0.139 2.273
H 2.922 1.344 3.767
H 2.345 0.291 0.029
H 4.837 1.605 0.887
H 4.131 1.610 -0.706
H 5.485 -0.854 0.521
H 6.236 0.255 -0.639
H 4.846 -0.719 -1.111

---

No. 4
ORCA calculation (ωB97M-V/def2-TZVPD) on one molecule with the formula C9H14N4O4 in a non-equilibrium geometry.

Calculated values
- lowest unoccupied orbital energy (Ha) = 0.023
- SMILES = N[C@@H](CO)C(=O)N[C@@H](Cc1c[nH]cn1)C(=O)O
- electronic energy (eV) = -23710.5482
- largest force on an atom (eV/A) = 3.59
- energy relative to the best compared isomer or geometry (same formula, charge and spin) (kcal/mol) = 32.01
- total charge = 0

CARTESIAN COORDINATES (ANGSTROEM)
N 2.119 0.100 -0.563
C 1.438 -1.169 -0.386
C 2.351 -2.420 -0.364
O 3.347 -2.242 0.548
C 0.624 -1.173 0.940
O 1.139 -1.691 1.947
N -0.594 -0.662 0.981
C -1.626 -0.351 -0.047
C -1.113 0.767 -0.957
C -1.094 2.042 -0.171
C -0.148 3.008 0.031
N -0.735 3.955 0.928
C -1.972 3.472 1.236
N -2.222 2.352 0.511
C -1.940 -1.643 -0.879
O -2.518 -1.585 -1.945
O -1.475 -2.785 -0.379
H 2.792 0.023 -1.326
H 2.646 0.371 0.306
H 0.757 -1.165 -1.275
H 2.774 -2.536 -1.381
H 1.747 -3.316 -0.122
H 2.861 -2.133 1.402
H -0.955 -0.940 1.904
H -2.538 -0.026 0.365
H -0.237 0.454 -1.481
H -1.745 0.781 -1.852
H 0.903 3.258 -0.196
H -0.351 4.794 1.285
H -2.631 3.908 2.008
H -1.603 -3.450 -1.066